[1]
# C3H11NO2S

A cluster of 2 separate species, C3H11NO2S in total at a distorted geometry (the ωB97M-V functional and the def2-TZVPD basis, the Open Molecules 2025 dataset).

CARTESIAN COORDINATES (ANGSTROEM)
O: -0.66814 1.68566 0.26894
C: -0.67099 0.66680 -0.69668
N: -0.05612 -0.48536 -0.03872
C: 0.83058 -1.27417 -0.89692
C: 2.02459 -1.81075 -0.09609
S: 3.22671 -0.48766 0.17127
H: -1.44551 2.25039 0.23436
H: -0.04353 1.02582 -1.53798
H: -1.61417 0.36557 -1.13805
H: 0.62707 -0.04858 0.58531
H: 1.19055 -0.66147 -1.74212
H: 0.32886 -2.12175 -1.37392
H: 2.55342 -2.61237 -0.60022
H: 1.59117 -2.17709 0.83325
H: 3.71794 -1.07920 1.28084
O: -3.66515 2.51898 1.35631
H: -3.85220 2.57494 2.30102
H: -4.07507 1.67023 1.08940

Computed properties:
* relative energy (zero: lowest compared OMol25 entry of this formula, charge and spin): 0.603 eV
* largest force on an atom: 0.024 Eh/bohr
* SMILES: OCNCCS.O
* Kohn-Sham gap: 0.353 Ha
* HOMO energy: -8.91 eV
* multiplicity: 1

natural (NBO) population analysis, charges in e, atoms 1 to 4: -0.73 0.11 -0.63 -0.23

[2]
# C3H11NO2S

A cluster of 2 separate species, C3H11NO2S in total at a distorted geometry (the ωB97M-V functional and the def2-TZVPD basis, the Open Molecules 2025 dataset).

CARTESIAN COORDINATES (ANGSTROEM)
O: -3.42848 0.48911 0.42758
C: -2.72727 -0.25533 -0.57694
N: -1.28429 0.12578 -1.09129
C: -0.11623 -0.33225 -0.41884
C: 1.00068 -0.10065 -1.33944
S: 2.58047 -0.18764 -0.33823
H: -2.85874 0.87162 1.10641
H: -2.71571 -1.31666 -0.17825
H: -3.34024 -0.16629 -1.49190
H: -1.46502 -0.06194 -2.06149
H: 0.09957 0.20055 0.50611
H: -0.22784 -1.45457 -0.06710
H: 1.19803 -0.96230 -1.99298
H: 1.11963 0.98762 -1.76297
H: 2.73488 -1.47897 -0.76090
O: 1.17607 0.53594 3.14955
H: 0.58640 1.19089 2.75935
H: 1.64776 0.24083 2.38870

Computed properties:
* relative energy (zero: lowest compared OMol25 entry of this formula, charge and spin): 1.696 eV
* largest force on an atom: 0.101 Eh/bohr
* SMILES: OCNCCS.O
* Kohn-Sham gap: 0.365 Ha
* HOMO energy: -9.42 eV
* multiplicity: 1

natural (NBO) population analysis, charges in e, atoms 1 to 4: -0.73 0.10 -0.66 -0.25